The following is a quantum chemistry calculation of C4H8N2O as an isolated structure in a non-equilibrium geometry, from the OMol25 dataset.

F_max ... 4.37 eV/Å
Energy relative to the best compared isomer or geometry (same formula, charge and spin) ... 125.60 kcal per mole
Orbital gap ... 8.98 eV
HOMO level ... -8.0 eV

Atoms and positions in Å:
C1 -1.8078 -0.1640 0.3749
N1 -0.5443 -0.3629 1.0616
C2 0.6922 -0.1317 0.4734
C3 0.8248 0.6652 -1.6948
C4 0.5599 1.2425 -0.5776
O1 0.9258 -0.9105 -1.1998
N2 1.8166 -0.2864 1.0799
H1 1.8156 -1.1791 -0.9164
H2 -0.5255 -1.1071 1.7450
H3 1.7182 -0.3481 2.0900
H4 0.7065 0.6689 -2.7610
H5 0.2465 2.2240 -0.2850
H6 -2.0393 0.9011 0.2908
H7 -1.7896 -0.5783 -0.6377
H8 -2.5996 -0.6337 0.9567

Forces on atoms 1 to 2 (eV/Å):
C 0.19 0.16 -0.17
N 0.29 -0.31 -0.22

For each atom in turn, the Mulliken charge in e is: C -0.8506; N -0.3169; C 1.0304; C -0.3343; C -0.5343; O -0.5708; N -0.9126; H 0.3450; H 0.2656; H 0.2051; H 0.3874; H 0.3988; H 0.2576; H 0.2854; H 0.3443